C25H22Br2O2Zn as an isolated structure. Source: the Open Molecules 2025 dataset; level of theory: the ωB97M-V functional and the def2-TZVPD basis.

The net charge is -2. The value obtained for the molecular weight is 579.65 g/mol. The value obtained for the LUMO energy is 0.1264 hartree. Its highest occupied orbital energy is 1.33 eV.

```
52
Properties=species:S:1:pos:R:3:mulliken_charge:R:1
C -5.51479 3.07282 2.05824 -0.8589
O -4.11323 3.41963 2.15969 -0.4767
C -3.20985 2.68159 1.46415 1.0116
C -1.85997 3.11232 1.53223 -0.6950
C -0.88260 2.41230 0.87464 -0.6708
C -1.18137 1.23740 0.11884 1.2523
C -0.09785 0.51512 -0.47885 -1.5251
C -0.10084 -0.16147 -1.73542 1.3208
C 1.16144 -0.57354 -2.26323 -0.8457
C 1.22617 -1.29976 -3.43322 1.8987
C 0.02595 -1.70790 -4.06443 -0.0599
O 0.22048 -2.45230 -5.18378 -0.5901
C 1.68459 -2.58270 -5.37769 -0.4124
C 2.37140 -1.78336 -4.26823 -0.2725
C -1.23129 -1.31055 -3.58212 -1.1242
C -1.27610 -0.47012 -2.49662 -0.8134
C -2.53053 0.78973 0.10936 -0.6036
C -3.53519 1.51584 0.72710 -0.8346
H -6.00669 3.76159 2.74470 0.2466
H -5.88895 3.23057 1.03700 0.3183
H -5.69896 2.03444 2.36672 0.3037
H -1.63188 4.00182 2.11357 0.3443
H 0.15502 2.74812 0.91933 0.3482
H 0.89307 0.80586 -0.12167 -0.1231
H 2.08998 -0.30744 -1.74973 -0.2808
H 1.93197 -3.65164 -5.33417 0.2586
H 1.91898 -2.19793 -6.37791 0.2538
H 2.94466 -0.94980 -4.69384 0.1654
H 3.07802 -2.38836 -3.68998 -0.0104
H -2.11705 -1.65685 -4.10630 0.3700
H -2.22822 -0.03879 -2.20402 0.6056
H -2.78828 -0.15999 -0.35950 0.4620
H -4.57825 1.19172 0.66519 0.2401
Br 5.41370 -1.59420 -2.15077 -0.2362
Zn 4.89070 0.48366 -1.46207 0.1422
Br 3.94411 2.23899 -0.43049 -0.1553
C 2.39256 -2.28974 1.86473 -1.3782
C 1.33894 -2.36319 0.91182 -0.6263
C 0.31464 -1.45450 1.30368 -0.7753
C 0.71867 -0.82156 2.52968 0.3449
C 2.04528 -1.33312 2.86936 0.6881
C 2.72328 -0.83080 3.98674 -0.5781
C 2.13603 0.19980 4.72946 -0.3830
C 0.85404 0.68680 4.40570 -0.5886
C 0.12667 0.15172 3.33736 -0.2176
H 3.33317 -2.83554 1.85253 0.3521
H 1.32598 -3.00846 0.03802 0.4550
H -0.69851 -1.42320 0.91213 0.4926
H 3.69912 -1.24703 4.24283 0.3057
H 2.67511 0.62283 5.57988 0.3167
H 0.42252 1.49578 4.99909 0.3322
H -0.88586 0.48338 3.11028 0.3066
```